[1]
Entry from OMol25: a molecular structure, C52H50CaCl2N4O3PS (ωB97M-V with the def2-TZVPD basis set).

## Properties
- total energy (hartree) = -4793.7707
- energy above the lowest of the compared OMol25 structures with the same formula, charge and spin (kJ/mol) = 202.9
- HOMO level (hartree) = -0.36166
- net charge = +1
- lowest unoccupied orbital energy (eV) = -1.93

XYZ file:
```
114
Properties=species:S:1:pos:R:3:forces:R:3:lowdin_charge:R:1
Ca 0.417815 -0.205312 1.778536 0.6 -1.3 1.6 1.43
Cl -1.587756 3.308968 3.547387 -3.8 1.8 -0.2 0.89
Cl -4.104605 5.409625 -0.776258 0.0 0.1 0.0 0.77
S 3.268927 3.234954 3.814783 0.1 0.1 0.0 1.13
P 1.121954 -1.287325 -2.975524 -0.4 0.2 0.2 1.13
O -0.878771 -0.235820 0.046911 -0.3 0.9 -0.6 -0.13
O 2.232274 -1.915773 -0.414322 0.2 0.0 0.4 -0.07
O -0.362491 1.663959 1.086930 -0.2 0.3 -0.9 -0.23
N 2.037058 -0.640076 0.113916 0.3 -0.9 -0.7 -0.11
N -2.569946 3.282621 0.741143 -0.6 0.4 0.0 0.08
N 2.203243 1.014593 2.973254 0.2 0.6 0.1 0.00
N 0.671542 2.628478 3.816240 2.5 -1.1 0.1 -0.05
C -2.316710 -1.314272 2.803253 0.0 0.1 -0.1 -0.18
C 1.324518 -3.998542 -2.590134 0.0 -0.1 0.0 -0.11
C -1.211377 -0.388160 4.891377 0.0 0.1 -0.1 -0.03
C -1.374681 -4.069529 0.357919 0.0 0.1 0.0 -0.02
C 5.721543 2.077222 3.038316 0.0 -0.1 0.0 -0.08
C 4.840512 0.097521 -4.186996 -0.1 0.0 0.1 -0.05
C 1.717663 -3.359525 -4.868397 0.0 0.0 -0.1 -0.09
C 1.859713 -5.676405 -4.225071 0.0 0.1 0.0 -0.08
C 5.298776 0.764225 -3.053759 -0.1 -0.1 0.0 -0.06
C 2.527106 0.252933 -0.637311 0.1 0.6 0.1 -0.11
C -0.774176 -1.134961 -5.022079 0.0 0.0 0.0 -0.11
C -4.083229 6.547104 1.651228 0.0 0.1 0.1 -0.10
C -1.564648 -0.475714 -5.953610 0.0 0.0 0.0 -0.08
C -3.413154 2.498045 -0.070287 0.0 0.5 0.5 -0.25
C -0.169971 -3.067212 2.360907 0.2 0.0 0.1 -0.21
C -3.582834 0.984239 -1.922952 0.0 -0.1 0.0 -0.02
C 3.597284 0.920765 2.776043 -0.4 -0.5 0.1 -0.32
C 3.277437 0.126988 -1.903754 0.1 0.3 0.5 -0.21
C 0.267120 -0.470976 -4.372062 0.1 -0.1 -0.1 -0.39
C 4.337594 2.030587 3.162855 0.2 0.2 0.0 -0.47
C 1.418309 -2.994838 -3.554398 0.0 -0.1 -0.1 -0.36
C -2.912906 5.666996 3.549496 0.0 -0.1 0.0 -0.10
C 1.939644 -4.687851 -5.200530 0.0 0.0 0.1 -0.07
C -3.414666 -2.044627 0.670307 0.0 0.0 0.0 -0.02
C 1.921257 2.183022 3.503359 -0.2 0.1 0.0 -0.66
C -1.270216 -3.079768 1.494646 0.1 0.1 -0.1 -0.17
C -0.309621 1.538428 -5.593701 0.0 -0.1 0.0 -0.08
C -5.567418 1.700722 -0.783245 0.1 -0.1 0.0 -0.07
C 1.012876 -3.991918 2.147901 0.0 0.0 0.0 -0.04
C 6.365237 0.966728 2.518134 0.0 0.0 0.0 -0.08
C -3.694446 5.447427 0.904455 -0.3 0.3 -0.1 -0.58
C 3.601230 -0.528842 -4.168676 0.1 -0.1 -0.2 -0.06
C -3.505543 -0.410279 3.021687 0.0 0.0 0.0 -0.01
C -2.961191 4.402900 1.462559 0.1 -0.5 0.0 -0.29
C -0.814226 1.025864 0.051186 -0.1 -0.5 0.0 -0.61
C -2.806851 1.750945 -1.062269 -0.1 -0.2 -0.5 -0.17
C -1.230644 -1.316881 3.691617 0.1 0.0 0.2 -0.24
C 4.259082 -0.200826 2.284010 0.1 -0.1 0.0 -0.04
C -4.794395 2.458446 0.085104 -0.2 0.0 0.0 -0.06
C 2.803353 -0.533662 -3.027215 -0.2 -0.2 -0.4 -0.30
C 1.548932 -5.331124 -2.917754 0.0 0.1 0.0 -0.08
C -2.305819 -2.156224 1.683954 -0.1 0.0 0.0 -0.19
C -1.335284 0.863688 -6.243124 0.0 0.0 0.0 -0.08
C 0.484285 0.875066 -4.665667 0.0 0.1 0.0 -0.11
C -0.153186 -2.194655 3.468519 0.0 -0.3 0.3 -0.27
C 0.990687 -2.277270 4.466234 0.0 0.0 0.0 -0.03
C -1.310937 1.793630 -1.132280 0.2 -0.2 -0.5 -0.03
C -4.965680 0.958796 -1.798617 0.1 0.1 0.1 -0.08
C -3.692727 6.660546 2.977016 0.0 0.0 -0.1 -0.07
C 5.635166 -0.167350 2.153448 0.0 0.0 0.0 -0.07
C 4.504163 0.790997 -1.919120 0.2 0.1 -0.1 -0.03
C -2.573267 4.558382 2.795372 -0.2 0.0 0.2 -0.48
H 2.032843 -6.712634 -4.488097 0.0 0.0 0.0 0.11
H -0.201692 -0.088939 5.171529 0.0 0.0 0.0 0.07
H 1.069043 -3.728525 -1.568165 0.0 -0.1 -0.2 0.06
H 1.469613 -6.097802 -2.157316 0.0 0.0 0.0 0.10
H -1.951318 1.377387 -6.970292 0.0 0.0 0.0 0.10
H -0.110592 2.297982 3.262584 1.2 -0.5 -0.3 -0.08
H 1.847662 -1.639979 4.213649 0.0 0.0 0.0 0.08
H -1.645706 2.934277 0.938987 0.0 -0.1 0.2 0.07
H -0.936122 2.817412 -1.102216 0.0 0.0 -0.1 0.14
H 1.095975 -4.331941 1.116471 0.0 0.0 0.0 0.06
H 1.722704 -2.514570 0.146265 0.0 0.0 0.0 0.06
H -0.655899 -4.879156 0.436613 0.0 0.0 0.0 0.07
H 3.707313 -1.090612 2.007837 0.0 0.0 0.0 0.09
H 0.669804 -1.986099 5.462249 0.0 0.0 0.0 0.08
H 4.836911 1.322173 -1.031603 0.0 0.0 -0.1 0.12
H 1.750351 -2.608071 -5.652441 0.0 0.0 0.1 0.10
H 1.365555 -3.295224 4.537940 0.0 0.0 0.0 0.08
H 2.448918 1.249690 -0.199658 0.0 0.0 -0.1 0.14
H 7.442174 0.972289 2.408776 0.0 0.0 0.0 0.11
H 6.152308 -1.036919 1.768045 0.0 0.0 0.0 0.11
H -3.438834 0.506535 2.425373 0.0 0.0 0.0 0.09
H -2.581376 5.733367 4.577102 0.0 0.0 0.0 0.11
H 5.441125 0.076663 -5.087958 0.0 0.0 0.0 0.11
H 0.576058 3.601517 4.057414 0.3 -0.1 0.0 0.05
H -5.259834 3.039485 0.873952 0.0 0.0 0.0 0.12
H 0.944210 -4.891334 2.765652 0.0 0.0 0.0 0.11
H -1.774809 0.527711 4.710479 0.0 -0.1 0.0 0.05
H -4.666446 7.323004 1.172815 0.0 0.0 0.0 0.11
H -6.644009 1.688364 -0.663947 0.0 0.0 0.0 0.11
H -0.958067 1.289554 -2.033046 0.0 0.0 0.0 0.12
H -0.973727 -2.177807 -4.798498 0.0 0.0 0.0 0.11
H -0.125128 2.584249 -5.808394 0.0 0.0 0.0 0.11
H -4.426563 -0.910107 2.726404 0.0 0.0 0.0 0.09
H 3.243813 -1.016479 -5.071336 0.0 0.1 0.1 0.10
H 1.280514 1.417803 -4.167885 0.0 0.0 0.0 0.10
H -3.106741 -2.412727 -0.304835 0.0 0.0 0.0 0.08
H -4.299560 -2.611460 0.977197 0.0 0.0 0.0 0.11
H -2.362923 -1.011119 -6.452743 0.0 0.0 0.0 0.11
H 1.954876 -3.509129 2.413426 0.0 0.0 0.0 0.08
H -3.616344 -0.119528 4.062521 0.0 0.0 0.0 0.08
H -1.657768 -0.868984 5.765081 0.0 0.0 0.0 0.11
H -2.366302 -4.522840 0.350271 0.0 0.0 0.0 0.10
H -3.717533 -1.005257 0.540654 0.0 0.0 0.0 0.07
H -3.091446 0.408463 -2.701914 0.0 0.0 0.0 0.12
H 2.170330 -4.954734 -6.224180 0.0 0.0 0.0 0.11
H 6.282781 2.950309 3.346515 0.0 0.0 0.0 0.11
H -1.238534 -3.590801 -0.617765 0.0 0.0 0.1 0.09
H -5.563606 0.369978 -2.483057 0.0 0.0 0.0 0.10
H -3.983891 7.526496 3.557364 0.0 0.0 0.0 0.11
H 6.257014 1.268387 -3.058713 0.0 0.0 0.0 0.11
```
Forces are in eV/Å.


[2]
Entry from OMol25: a molecular structure, C35H52As2NO10PRuS2Sb2Se (ωB97M-V with the def2-TZVPD basis set).

## Properties
- spin multiplicity = 2
- total energy (hartree) = -10757.9831
- energy above the lowest of the compared OMol25 structures with the same formula, charge and spin (kJ/mol) = 0.0
- HOMO level (spin up / spin down) (hartree) = -0.36765 / -0.36684
- net charge = +1
- lowest unoccupied orbital energy (spin up / spin down) (eV) = -3.07 / -3.73

XYZ file:
```
107
Properties=species:S:1:pos:R:3:forces:R:3:lowdin_spin:R:1
Sb 2.730546 -0.700020 -1.773065 -0.1 0.1 0.9 0.01
Sb 2.150047 2.646242 -0.333407 -0.5 0.1 -0.2 0.00
Ru 0.559646 0.410828 -0.275132 0.8 0.4 -0.2 0.70
Se -1.099614 2.188692 -1.357549 0.1 -0.3 -0.1 0.15
As -0.342104 -1.871991 -0.454717 -0.5 -0.1 -0.2 0.01
As -3.927780 -1.849555 0.375051 0.0 0.0 0.1 0.00
S -1.321492 0.414940 1.212185 0.2 0.3 0.5 -0.01
S 1.680575 0.020186 1.852794 0.0 0.0 0.3 0.03
P -0.086620 0.165889 2.801991 -0.1 -0.2 -0.7 0.00
O -0.306740 1.313963 3.846930 0.2 0.3 0.1 0.00
O -5.280718 -0.565520 -1.852859 -0.1 0.0 0.1 0.00
O 1.002765 -3.642327 1.434492 0.1 0.1 -0.1 0.00
O -0.317800 -1.092293 3.718640 -0.1 -0.1 0.0 0.00
O -1.618745 -1.713458 -3.986867 0.1 0.0 0.0 0.00
O -0.639902 -4.234640 2.830743 0.0 -0.1 -0.2 0.00
O -0.371223 -0.118372 -3.012720 0.2 -0.2 -0.2 0.04
O -3.893599 -3.705510 2.846885 0.1 0.0 0.1 0.00
O -3.036869 -5.305640 1.497963 0.1 0.1 0.1 0.00
O -3.612259 0.057486 -3.206449 0.0 0.0 0.0 0.00
N -2.604423 5.167386 2.002191 0.0 -0.1 -0.1 0.01
C -1.213207 -0.986449 -2.956453 -0.4 -0.1 0.1 0.01
C -2.875075 3.162452 0.704452 -0.1 0.0 0.1 0.01
C -0.165290 -3.634780 1.748802 -0.2 0.1 0.0 0.00
C 4.297180 2.733068 -0.660740 0.0 0.0 0.0 0.00
C 5.440945 2.510957 -4.799401 0.0 0.0 0.1 0.00
C -3.122064 -4.162691 1.854264 -0.1 0.1 -0.3 0.00
C -5.056577 -3.289381 -0.335238 0.0 0.0 0.0 0.00
C 5.241025 1.348297 -4.068590 0.0 0.0 0.0 0.00
C -1.462267 -2.496549 5.298935 -0.1 0.0 0.1 0.00
C -1.393582 -1.111872 4.717158 0.1 0.0 -0.1 0.00
C 2.286086 3.881948 1.389658 0.0 0.0 0.0 0.00
C -3.286025 4.066761 1.676101 0.1 0.1 0.0 0.00
C -0.142965 2.727456 3.513558 -0.1 -0.1 0.0 0.00
C 4.710445 2.632004 -2.100680 0.0 -0.1 0.2 0.00
C -4.115303 -0.586670 -2.161036 0.2 -0.1 0.1 0.00
C 5.294570 3.741127 -4.175487 0.0 -0.1 0.0 0.00
C -1.090646 -1.320767 -5.268872 0.0 0.0 0.0 0.00
C 0.348093 -3.320853 -1.546974 0.1 -0.2 0.1 0.00
C -1.488646 5.404672 1.310768 -0.1 -0.1 0.1 0.00
C -3.093791 -1.302330 -1.312746 0.0 0.1 -0.2 0.01
C -1.814428 -1.430031 -1.648928 0.0 0.1 -0.1 0.01
C 2.967835 -1.968191 -3.471711 -0.2 0.2 -0.1 0.01
C 0.330989 -4.957331 3.610435 0.0 0.0 0.0 0.00
C 0.958740 3.288254 4.373556 0.0 0.0 0.1 0.00
C -1.188535 -2.879133 0.957497 -0.1 -0.3 0.1 0.00
C 1.785773 4.148767 -1.793611 0.1 0.0 0.0 0.00
C -4.656698 -4.673991 3.598407 0.0 0.0 0.0 0.00
C -2.512109 -3.023274 1.065586 0.1 -0.2 0.2 0.00
C -1.003366 4.561980 0.319232 0.1 0.1 0.1 0.01
C -1.689059 3.392390 0.018900 0.0 -0.1 0.0 0.01
C 4.937780 3.790927 -2.836365 0.0 0.1 -0.1 0.00
C 4.878609 1.392215 -2.725413 0.0 -0.3 0.2 0.00
C 3.466354 -2.020127 -0.267584 0.0 -0.1 -0.1 0.00
C -4.553336 0.857117 -3.947799 0.0 0.0 0.0 0.00
C 4.706474 0.124235 -1.938431 0.0 0.3 -0.2 0.00
H -0.232843 -5.439002 4.402438 0.0 0.0 0.0 0.00
H 4.491955 3.743280 -0.296870 0.1 0.0 0.0 0.00
H -0.514003 -2.757625 5.769975 0.0 0.0 0.0 0.00
H -0.957073 6.317468 1.558298 0.0 0.0 0.0 0.00
H 4.322092 -2.563172 -0.670365 0.0 0.0 0.0 0.00
H -0.104624 4.833775 -0.214363 0.0 0.0 0.0 0.00
H 0.732794 4.181248 -2.045367 0.0 0.0 0.0 0.00
H -3.973262 1.342588 -4.725511 0.0 0.0 0.0 0.00
H -1.452671 -0.327600 -5.527824 0.0 0.0 0.0 0.00
H 3.803197 -1.403045 0.564478 0.0 0.0 0.0 0.00
H 3.558848 -2.818879 -3.136444 0.0 0.0 0.0 0.00
H 3.521445 -1.401135 -4.218657 0.0 0.0 0.0 0.00
H -2.240534 -2.513621 6.063997 0.0 0.0 0.0 0.00
H 5.038174 0.228244 -0.906812 0.1 0.0 0.0 0.00
H 2.126768 5.106395 -1.398070 0.0 0.0 0.0 0.00
H 1.305901 4.222948 1.708910 0.1 0.0 0.0 0.00
H -4.206327 3.893566 2.222064 0.0 0.0 0.0 0.00
H 1.063331 -4.265004 4.021147 0.0 0.0 0.0 0.00
H 4.817738 2.049391 0.008709 0.0 -0.1 -0.1 0.00
H 4.833409 4.753551 -2.348392 0.0 0.0 0.0 0.00
H 0.834777 -5.696902 2.993202 0.0 0.0 0.0 0.00
H -0.460156 -4.041475 -1.662154 0.0 0.0 0.0 0.00
H 2.887946 4.746676 1.109382 0.0 0.0 0.0 0.00
H 0.611244 -2.927887 -2.522415 0.0 0.0 -0.1 0.00
H -4.508130 -3.930249 -1.021917 0.0 0.0 0.0 0.00
H 5.394929 0.383953 -4.541332 0.0 0.0 0.0 0.00
H -3.478560 2.292733 0.486959 0.0 0.0 0.0 0.00
H 0.715905 3.156870 5.428029 0.0 0.0 0.0 0.00
H -1.098625 3.202000 3.722059 -0.1 0.0 0.0 0.00
H 5.466279 4.657441 -4.724267 0.0 0.0 0.0 0.00
H -1.149876 -0.373133 5.476641 0.0 0.1 0.0 0.00
H 1.075153 4.355380 4.179254 0.0 0.0 0.0 0.00
H 5.729431 2.455736 -5.840519 0.0 0.0 0.0 0.00
H 1.201842 -3.793848 -1.073602 0.0 0.0 0.0 0.00
H -5.428588 -3.882596 0.498684 0.0 0.0 0.0 0.00
H 2.036721 -2.311199 -3.908652 0.0 0.0 0.0 0.00
H 5.273612 -0.700872 -2.373602 0.0 0.1 -0.1 0.00
H -5.006966 1.596714 -3.291876 0.0 0.0 0.0 0.00
H 1.903555 2.785858 4.167578 0.0 0.0 0.0 0.00
H -1.456678 -2.060320 -5.972465 0.0 0.0 0.0 0.00
H -2.325532 -0.824068 4.226874 0.0 0.0 0.0 0.00
H -5.683021 -4.318731 3.627601 0.0 0.0 0.0 0.00
H 2.365284 3.904003 -2.681914 0.0 0.0 0.0 0.00
H 2.721722 -2.712752 0.111393 0.0 0.0 0.0 0.00
H -5.894049 -2.817775 -0.841884 0.0 0.0 0.0 0.00
H -4.250518 -4.714686 4.607039 0.0 0.0 0.0 0.00
H -5.329454 0.227266 -4.376160 0.0 0.0 0.0 0.00
H -4.599871 -5.651876 3.131979 0.0 0.0 0.0 0.00
H -1.701845 -3.229113 4.533197 0.0 0.0 0.1 0.00
H 2.776011 3.338572 2.194125 0.0 0.0 0.0 0.00
H 0.054515 2.823338 2.444330 0.0 -0.1 0.1 0.00
H -0.002991 -1.308928 -5.245256 0.0 0.0 0.0 0.00
```
Forces are in eV/Å.


> What is the net charge in the second record?

+1